The following is a DFT calculation (wB97M-V/def2-TZVPD) of a cluster of 13 separate species, C6H38O13 in total at a distorted geometry.

Last column: Mulliken charge in e.
CARTESIAN COORDINATES (ANGSTROEM)
O: -0.8987 1.3634 -1.1797  -0.36
H: -1.8219 1.0789 -1.2097  0.21
H: -0.9398 2.3254 -1.0419  0.19
O: -1.3714 -3.5289 -3.0257  -0.69
H: -0.4966 -3.3150 -3.3732  0.33
H: -1.9409 -3.5951 -3.8031  0.32
O: 3.7013 1.3374 0.4735  -0.72
H: 3.9528 0.5364 -0.0082  0.37
H: 2.7957 1.1543 0.7737  0.29
O: 1.5691 1.4224 3.0605  -0.60
H: 1.2639 1.3280 2.1454  0.21
H: 1.9931 2.2861 3.0947  0.33
O: -2.0080 -4.6396 3.0959  -0.63
H: -1.6038 -4.8767 2.2542  0.30
H: -2.6034 -5.3707 3.2945  0.31
O: 1.8474 1.8770 -2.2399  -0.64
H: 2.4134 2.1367 -1.4989  0.34
H: 0.9686 1.7393 -1.8598  0.30
O: -1.0126 0.4367 -4.2955  -0.64
H: -0.7965 0.4029 -3.3540  0.36
H: -1.1875 -0.4762 -4.5410  0.28
O: -2.7543 -1.5172 -1.7064  -0.55
H: -3.4283 -1.3594 -2.3760  0.28
H: -2.1902 -2.2411 -2.0671  0.36
O: 3.2401 -4.3274 -1.4018  -0.60
H: 2.9789 -4.2659 -2.3267  0.31
H: 2.8976 -5.1783 -1.1077  0.29
O: 4.8033 -0.8869 -1.2223  -0.65
H: 4.6659 -1.4780 -0.4710  0.32
H: 4.5378 -1.4057 -1.9882  0.28
O: -3.9211 -2.1587 0.9431  -0.66
H: -3.4316 -2.9252 1.2593  0.32
H: -3.4338 -1.8549 0.1593  0.33
C: -0.5824 -1.3408 1.1854  -0.97
C: 0.7964 -1.2149 0.5526  0.24
C: 0.8619 -1.8813 -0.8040  -0.71
O: 1.1291 0.1800 0.4148  0.38
H: -0.7889 -2.3208 1.6226  0.26
H: -1.4143 -1.1143 0.5123  0.05
H: -0.7810 -0.6268 1.9905  0.28
H: 1.5302 -1.5885 1.2692  0.33
H: 1.8405 -1.6398 -1.2297  0.20
H: 0.0936 -1.5697 -1.5175  -0.13
H: 0.8018 -2.9723 -0.8065  0.47
H: 0.4937 0.4406 -0.2807  -0.25
C: -0.9786 5.5738 2.0357  -1.32
C: -0.5501 4.1412 1.7476  0.64
C: -1.5277 3.1633 2.3878  -1.13
O: -0.6659 3.9236 0.3279  -0.53
H: -0.4496 6.3607 1.4992  0.37
H: -0.8228 5.7851 3.1019  0.37
H: -2.0540 5.6793 1.8940  0.31
H: 0.4526 3.9449 2.1271  0.08
H: -1.3649 3.1326 3.4640  0.38
H: -1.3432 2.1799 1.9538  0.07
H: -2.5684 3.4199 2.1933  0.42
H: 0.1037 4.3201 -0.0980  0.30

## Properties
E, eV: -33456.4770
Net charge: 0
2S+1: 1
Kohn-Sham gap, eV: 9.85
Lowest unoccupied orbital energy, eV: -0.504
Maximum force, eV/A: 1.5

=====

The following is a DFT calculation (wB97M-V/def2-TZVPD) of a structure of composition C19H23BeCl5NP at a distorted geometry.

Last column: Mulliken charge in e.
CARTESIAN COORDINATES (ANGSTROEM)
C: 1.4734 -0.2873 -4.8530  -0.90
C: 2.1209 0.7367 -4.1512  -0.91
C: 1.6674 1.1149 -2.8643  1.33
C: 0.6284 0.4328 -2.2675  0.00
C: 0.0050 -0.6157 -2.9305  0.73
C: 0.4214 -0.9835 -4.2369  -0.77
C: 2.2609 2.3105 -2.1605  -1.28
C: 1.3795 3.0957 -1.1287  -1.02
N: -0.0370 2.7085 -1.0204  0.48
Be: 0.2414 1.2016 -0.6736  -0.28
C: -1.1898 -1.3137 -2.3253  -1.56
P: -1.6918 -0.4506 -0.7248  0.98
H: 2.9445 1.3035 -4.5865  0.47
H: -0.1091 -1.7574 -4.8083  0.45
H: 1.8203 -0.5341 -5.8600  0.37
H: -0.9836 -2.3978 -2.1261  0.52
H: -2.0365 -1.3199 -3.0615  0.71
H: 3.1870 2.0236 -1.6260  0.45
H: 2.5568 3.0620 -2.9031  0.43
H: 1.8486 3.0897 -0.1249  0.39
C: -2.5180 -1.9131 -0.0251  -1.60
C: -3.1941 0.2355 -1.5939  -1.65
H: 1.2364 4.1351 -1.4065  0.72
C: -0.8330 2.8988 -2.2261  -0.88
C: -0.6777 3.4524 0.0643  -0.82
H: -0.9283 -0.8059 0.4913  0.06
H: -0.9096 4.0053 -2.1948  0.47
H: -0.3185 2.5474 -3.1372  0.27
H: -1.8467 2.4312 -2.1148  0.15
H: -0.6719 4.4603 -0.3476  0.54
H: -1.7253 3.1388 0.2270  0.29
H: -0.1431 3.3903 1.0315  0.08
H: -4.0081 -0.5198 -1.6220  0.41
H: -3.5473 1.1192 -1.0429  0.40
H: -3.0383 0.5319 -2.6514  0.48
H: -3.2890 -2.3563 -0.6768  0.46
H: -1.7619 -2.6671 0.2072  0.41
H: -2.9794 -1.5660 0.9021  0.42
H: -0.8239 1.1678 0.1518  -0.44
Cl: 1.0431 2.0261 2.5262  -0.19
C: 2.0487 1.0591 1.4961  -0.05
C: 1.5416 0.4032 0.3655  -0.65
C: 2.1220 -0.8681 0.1991  0.89
Cl: 1.2428 -2.2472 -0.3594  -0.15
C: 3.4669 -1.1275 0.5809  0.18
Cl: 4.3171 -2.4657 -0.0397  -0.19
C: 4.1243 -0.2195 1.4383  -0.17
Cl: 5.7561 -0.4385 1.8646  -0.19
C: 3.3783 0.8603 1.9531  0.30
Cl: 4.0833 1.9094 3.0974  -0.20

## Properties
E, eV: -93863.5612
Net charge: 0
2S+1: 1
Kohn-Sham gap, eV: 8.01
Lowest unoccupied orbital energy, eV: 0.059
Maximum force, eV/A: 3.5

=====

The following is a DFT calculation (wB97M-V/def2-TZVPD) of a structure of composition C27H67N7O15P2 at a distorted geometry.

Last column: Mulliken charge in e.
CARTESIAN COORDINATES (ANGSTROEM)
C: 2.3529 -3.7275 -1.3465  -0.71
C: 0.8514 -3.9689 -1.3486  0.70
O: 0.4048 -5.0504 -1.7401  -0.77
N: 0.0855 -2.9020 -1.0957  0.88
C: -1.3455 -3.0928 -0.8779  -1.50
H: 2.5134 -2.6798 -1.6008  0.11
H: 2.8945 -4.4801 -1.9196  0.36
H: 2.5608 -3.8273 -0.2812  0.21
H: 0.4855 -1.9832 -0.9696  -1.35
H: -1.4702 -2.7861 0.1606  0.38
H: -1.7326 -4.1061 -0.9850  0.64
H: -1.8704 -2.3542 -1.4837  0.44
C: 4.8180 -1.3122 -0.2691  -1.91
C: 3.4893 -0.6454 -0.7414  0.27
O: 2.4689 -1.3406 -0.7013  -0.61
N: 3.4694 0.6669 -0.9471  1.08
C: 2.2718 1.4482 -1.4171  -0.91
H: 5.5763 -0.5647 -0.0361  0.40
H: 5.1206 -1.9241 -1.1189  0.49
H: 4.4985 -1.8479 0.6248  0.31
H: 4.3024 1.2030 -0.7501  0.15
H: 1.7324 2.0970 -0.7269  0.30
H: 1.4248 0.8098 -1.6685  -0.17
H: 2.5368 2.0815 -2.2638  0.55
C: 0.1034 -1.2151 -3.3599  -0.11
C: 1.1466 -0.4277 -4.1532  0.32
O: 0.8828 0.0193 -5.3084  -0.79
N: 2.3694 -0.3922 -3.5948  0.32
C: 3.4906 0.3361 -4.2305  -1.02
H: 0.1410 -1.0749 -2.2796  -0.98
H: 0.2055 -2.2773 -3.5822  0.74
H: -0.8909 -0.8893 -3.6655  0.27
H: 2.3583 -0.5452 -2.5965  -0.93
H: 4.3928 -0.2659 -4.3389  0.28
H: 3.7138 1.2714 -3.7172  0.32
H: 3.1599 0.7442 -5.1856  0.44
C: 6.9472 2.2926 0.1449  -1.24
C: 5.7059 1.6168 0.9066  0.40
O: 4.5872 1.6087 0.3876  -0.62
N: 6.0071 1.0364 2.0613  0.13
C: 5.1753 0.1457 2.7851  0.59
H: 6.9419 1.7027 -0.7718  0.30
H: 7.9120 2.1904 0.6417  0.37
H: 6.7260 3.3253 -0.1245  0.33
H: 6.9450 1.2070 2.3948  0.25
H: 4.2234 0.5676 3.1075  -1.07
H: 5.5696 -0.2090 3.7373  0.53
H: 5.0815 -0.7446 2.1633  0.15
C: 2.4465 -0.1715 1.9343  0.39
C: 1.1009 0.2253 1.3250  0.83
O: 0.4834 1.0735 1.8898  -0.73
N: 0.7034 -0.4043 0.2511  0.29
C: -0.4407 -0.1054 -0.5520  -0.95
H: 3.3314 0.3284 1.5405  0.16
H: 2.6443 -1.2340 1.7924  -0.12
H: 2.4315 0.0448 3.0025  -0.76
H: 1.4734 -0.9319 -0.1346  1.05
H: -1.2907 -0.7556 -0.3448  0.17
H: -0.0390 -0.1157 -1.5652  -0.08
H: -0.8681 0.8648 -0.2987  1.98
C: -3.4617 5.2284 1.8941  -1.16
C: -2.6491 3.9954 2.3564  0.67
O: -2.0752 4.1209 3.3889  -0.62
N: -2.4878 2.9750 1.5260  0.11
C: -1.5183 1.9535 1.8439  -0.71
H: -2.8058 6.0137 1.5184  0.27
H: -4.0868 5.4819 2.7503  0.33
H: -4.1093 4.9578 1.0601  0.30
H: -3.0691 3.0179 0.7012  0.10
H: -1.3977 1.3067 0.9749  -0.77
H: -1.9034 1.2904 2.6186  0.26
H: -0.5754 2.3972 2.1635  0.86
C: 0.4695 0.1615 4.3791  -1.24
C: 1.7253 0.1628 5.1360  0.38
O: 1.8770 -0.3900 6.2267  -0.73
N: 2.6276 0.8074 4.4523  -0.43
C: 4.0324 1.2089 4.9080  -1.45
H: 0.5762 0.1600 3.2944  0.53
H: 0.0216 1.1189 4.6452  0.25
H: -0.1138 -0.6685 4.7778  0.34
H: 2.3292 1.3392 3.6471  0.93
H: 3.9241 1.9651 5.6854  0.47
H: 4.4694 1.8315 4.1273  0.79
H: 4.7267 0.4472 5.2626  0.22
C: -3.5728 1.9618 -2.6563  -0.57
O: -2.9425 1.0118 -3.4739  -0.37
P: -2.6222 -0.5272 -2.9187  0.44
O: -1.6505 -0.4975 -1.7288  -1.37
O: -4.0962 -1.1572 -2.5598  -0.25
C: -4.1271 -2.4010 -1.8321  0.26
O: -2.1834 -1.4259 -4.1811  -0.27
C: -3.1709 -1.6839 -5.1945  -0.88
H: -4.4852 2.0130 -3.2504  0.39
H: -2.9551 2.8514 -2.5330  0.26
H: -4.1107 1.5496 -1.8026  0.23
H: -3.1429 -2.8336 -1.6525  0.25
H: -4.7071 -3.1449 -2.3784  0.41
H: -4.6619 -2.1427 -0.9182  -0.14
H: -3.9866 -0.9608 -5.1921  0.33
H: -3.4486 -2.7379 -5.2003  0.31
H: -2.7957 -1.5593 -6.2103  0.33
C: -6.9090 -1.9522 0.7292  -0.91
O: -5.6138 -1.4251 0.7417  -0.39
P: -5.3900 0.1423 0.5433  0.91
O: -5.9764 0.6810 -0.6950  -0.80
O: -5.9567 0.8831 1.8875  -0.31
C: -6.0143 0.2082 3.0832  -0.68
O: -3.7596 0.2696 0.7818  -0.03
C: -2.8275 -0.0074 -0.2534  -0.50
H: -7.5862 -1.1734 1.0800  0.47
H: -6.9557 -2.9481 1.1696  0.22
H: -7.1974 -2.2387 -0.2821  0.28
H: -6.2045 0.8883 3.9135  0.28
H: -5.0647 -0.2758 3.3118  0.27
H: -6.8421 -0.4993 3.1300  0.29
H: -2.1821 -0.8228 0.0732  -0.54
H: -2.2296 0.8525 -0.5553  0.74
H: -3.4677 -0.3353 -1.0724  1.07

## Properties
E, eV: -88791.1042
Net charge: 0
2S+1: 1
Kohn-Sham gap, eV: 8.11
Lowest unoccupied orbital energy, eV: -0.109
Maximum force, eV/A: 15.0

=====

The following is a DFT calculation (wB97M-V/def2-TZVPD) of a cluster of 2 separate species, C5H6N2O in total at a distorted geometry.

Last column: Mulliken spin population.
CARTESIAN COORDINATES (ANGSTROEM)
C: -0.8654 -1.5647 -1.1011  0.01
C: -1.2513 2.0094 0.5536  1.21
C: 1.1734 -0.1390 -0.8735  0.00
C: -0.4117 -0.1476 0.9011  0.61
C: 0.1962 -1.0527 -0.1504  0.01
N: -1.8125 -1.8355 -1.6742  0.00
N: 2.3197 -0.6562 -1.0020  0.04
O: 0.2223 -0.1066 2.1063  0.07
H: -1.9315 2.4519 1.4624  0.04
H: -2.0183 1.8661 -0.1821  0.03
H: 0.8166 0.7925 -1.2977  0.00
H: 0.7861 -1.9017 0.2935  0.00
H: 2.9241 -0.3180 -1.7709  0.00
H: -0.1478 0.6022 2.7349  0.00

## Properties
⟨S²⟩: 2.0342
E, eV: -10300.7930
Net charge: 0
2S+1: 3
Kohn-Sham gap (alpha / beta), eV: 7.39 / 8.44
Lowest unoccupied orbital energy (alpha / beta), eV: -0.104 / -1.380
Maximum force, eV/A: 3.5

=====

The following is a DFT calculation (wB97M-V/def2-TZVPD) of a cluster of 2 separate species, C5H9Br in total at a distorted geometry.

Last column: Mulliken charge in e.
CARTESIAN COORDINATES (ANGSTROEM)
C: -0.2053 0.0037 0.3168  -0.81
C: 0.1956 1.4713 0.0480  0.31
C: 0.9158 0.3138 -0.4843  0.03
C: -0.6349 2.3759 -0.8677  -1.31
C: 0.0489 -3.3576 0.6662  -0.45
Br: 2.6523 -0.2512 -0.2060  -0.11
H: -0.0312 -0.5804 1.3218  0.34
H: -1.1879 -0.2484 -0.0599  0.19
H: 0.6881 2.0985 0.8738  0.30
H: -0.1788 3.2217 -1.3586  0.36
H: -1.4998 3.0431 -0.3182  0.26
H: -1.1648 1.8211 -1.5591  0.37
H: -0.8554 -3.8222 0.3543  0.30
H: 0.1963 -2.2732 0.5390  -0.07
H: 1.0613 -3.8164 0.7340  0.28

## Properties
E, eV: -75367.4587
Net charge: 0
2S+1: 1
Kohn-Sham gap (alpha / beta), eV: 8.51 / 8.28
Lowest unoccupied orbital energy (alpha / beta), eV: -0.468 / 0.074
Maximum force, eV/A: 4.1

=====

The following is a DFT calculation (wB97M-V/def2-TZVPD) of a structure of composition C10H15BrN4Zn at a distorted geometry.

Last column: Mulliken charge in e.
CARTESIAN COORDINATES (ANGSTROEM)
C: -0.2777 -3.9070 -1.4454  -0.80
C: -0.2896 -3.2953 0.0699  -0.47
N: -0.8154 -1.9045 0.1669  -0.09
C: -0.0277 -0.9010 -0.5567  0.33
Br: -0.6989 -0.5700 -2.4677  0.31
C: 1.5281 -1.2085 -0.6883  -0.26
N: 2.6745 -1.5545 -0.8848  -0.36
C: -0.2074 0.5150 0.2854  1.38
C: -1.3666 1.4693 -0.3376  -1.55
C: -0.7543 0.0840 1.7554  -0.17
N: -1.2064 -0.0774 2.8742  -0.46
C: 1.1445 1.3829 0.3594  -0.73
C: 0.9408 2.8860 0.9419  0.43
C: 0.1707 3.2229 2.3306  -0.99
N: 1.4518 3.9165 0.2837  -0.59
H: -0.1517 -5.0549 -1.3850  0.37
H: 0.6949 -3.5287 -1.9594  0.24
H: -1.2084 -3.6234 -2.0519  0.25
H: 0.7166 -3.4626 0.6225  0.36
H: -1.0483 -3.9647 0.6457  0.39
H: -1.8104 -1.8488 -0.1388  0.43
H: -1.6760 2.2712 0.4443  0.29
H: -0.9788 2.0595 -1.2436  0.41
H: -2.3513 0.8927 -0.5605  0.48
H: 1.6011 1.5291 -0.7012  0.44
H: 1.9725 0.9049 1.0179  0.38
H: 0.6950 4.1475 2.7838  0.36
H: -0.9610 3.4121 2.1714  0.27
H: 0.2860 2.3856 3.1177  0.30
H: 1.9444 3.6109 -0.5754  0.26
Zn: 0.0299 0.1753 -4.8596  0.78

## Properties
E, eV: -135007.3864
Net charge: +2
2S+1: 1
Kohn-Sham gap, eV: 2.76
Lowest unoccupied orbital energy, eV: -12.959
Maximum force, eV/A: 7.0

=====

- Among the records above, which one has the highest 2S+1?
  C5H6N2O